(1)
Formula: C4H6O2
Source: the Open Molecules 2025 dataset
Level of theory: ωB97M-V/def2-TZVPD

Results
Kohn-Sham gap (spin up / spin down)   0.303 / 0.273 Eh
Relative energy (zero: lowest compared OMol25 entry of this formula, charge and spin)   84.2 kcal/mol
Net charge   0
2S+1   1
LUMO (spin up / spin down)   0.0 / -0.6 eV
HOMO level (spin up / spin down)   -0.3027 / -0.2965 Eh

```
12
C4H6O2 | the Open Molecules 2025 dataset | ωB97M-V/def2-TZVPD
C -0.9909 -1.4194 0.0341
C -0.0765 -0.2499 -0.0756
C -0.0105 2.0478 0.4833
O -0.4733 0.8524 0.5647
C 1.2593 -0.3318 -0.5859
O 1.7127 -1.2757 -1.2191
H -1.1826 -1.6966 1.0774
H -1.9590 -1.2416 -0.4474
H -0.5036 -2.2584 -0.4682
H -0.4311 2.7551 1.1854
H 0.7381 2.3014 -0.2578
H 1.9174 0.5168 -0.2907
```

---

(2)
Formula: C9H14
Source: the Open Molecules 2025 dataset
Level of theory: ωB97M-V/def2-TZVPD

Results
Kohn-Sham gap (spin up / spin down)   0.375 / 0.239 Eh
Relative energy (zero: lowest compared OMol25 entry of this formula, charge and spin)   16.6 kcal/mol
Net charge   +1
2S+1   2
LUMO (spin up / spin down)   -4.6 / -8.2 eV
HOMO level (spin up / spin down)   -0.5420 / -0.5418 Eh

```
23
C9H14 | the Open Molecules 2025 dataset | ωB97M-V/def2-TZVPD
C 0.3073 -0.3295 -3.0731
C 1.7274 -0.5574 0.9364
C 0.5830 -1.2303 0.6035
C 2.5427 0.0347 -0.0846
C 0.2309 -1.4281 -0.7556
C 2.1690 -0.0571 -1.3954
C 0.9383 -0.6472 -1.7385
H 1.9228 -0.3603 1.9821
H -0.0982 -1.5022 1.3972
H 3.5052 0.4136 0.2382
H -0.6091 -2.0952 -0.8843
H 2.7207 0.4348 -2.1819
H -0.6691 0.0942 -2.8506
H 0.2394 -1.2821 -3.6094
H 0.8859 0.3520 -3.6877
C -1.2854 1.2880 1.9687
C -2.7562 0.8456 1.7848
H -1.2266 2.1787 2.5657
H -0.8691 0.3925 2.4401
H -0.7203 1.3418 1.0356
H -3.0544 0.3594 2.7167
H -3.4507 1.6536 1.5554
H -3.0336 0.1005 1.0365
```

---

(3)
Formula: C3HI2O3
Source: the Open Molecules 2025 dataset
Level of theory: ωB97M-V/def2-TZVPD

Results
Kohn-Sham gap   0.233 Eh
Relative energy (zero: lowest compared OMol25 entry of this formula, charge and spin)   0.0 kcal/mol
Net charge   -1
2S+1   1
LUMO   2.2 eV
HOMO level   -0.1510 Eh

```
9
C3HI2O3 | the Open Molecules 2025 dataset | ωB97M-V/def2-TZVPD
C 1.1421 -0.3810 0.2589
C -1.7334 -0.5838 -0.7653
C 0.8772 -0.3018 1.5217
O 0.7489 -0.2619 2.7038
O -2.1293 -0.4528 0.3576
O -1.5113 -0.9996 -1.7936
I 2.1665 -1.9743 -0.5810
I -1.1531 2.1006 -1.3783
H 0.6003 0.2018 -0.4560
```

---

(4)
Formula: C42H57IrN7OPS4
Source: the Open Molecules 2025 dataset
Level of theory: ωB97M-V/def2-TZVPD

Results
Kohn-Sham gap (spin up / spin down)   0.151 / 0.151 Eh
Relative energy (zero: lowest compared OMol25 entry of this formula, charge and spin)   74.2 kcal/mol
Net charge   0
2S+1   1
LUMO (spin up / spin down)   -1.5 / -1.5 eV
HOMO level (spin up / spin down)   -0.2063 / -0.2062 Eh

```
113
C42H57IrN7OPS4 | the Open Molecules 2025 dataset | ωB97M-V/def2-TZVPD
Ir 0.9880 1.5688 -0.1581
C 4.8168 0.0084 -1.6742
C 3.4203 0.4674 -1.3616
N 2.9822 0.7840 -0.1543
N 3.8029 0.4253 0.8871
C 3.6298 0.6533 2.2192
N 4.6570 0.1077 2.9500
S 2.3739 1.4116 2.9535
C 2.4527 0.5465 -2.4156
C 2.7766 0.3672 -3.7716
C 1.7929 0.4127 -4.7229
C 0.4692 0.6341 -4.3069
C 0.1924 0.8129 -2.9801
N 1.1515 0.7772 -2.0161
H 5.5286 0.2306 -0.8795
H 5.1809 0.5328 -2.5562
H 4.8492 -1.0621 -1.8883
H 4.5240 -0.2457 0.6454
H 5.5652 -0.0210 2.5358
H 4.6459 0.3495 3.9271
H 3.7999 0.1877 -4.0598
H 2.0316 0.2700 -5.7669
H -0.3459 0.6572 -5.0142
H -0.8098 1.0001 -2.6302
C 1.5128 4.2559 -2.0223
C 1.3837 5.0992 -0.7886
C 1.4415 6.4784 -0.8548
C 1.2937 7.2589 0.2861
C 1.0740 6.6707 1.5269
C 1.0152 5.2967 1.6571
C 0.7569 4.6425 2.9788
C 1.1880 4.4908 0.4867
N 1.1181 3.1807 0.6257
H 1.6930 4.8831 -2.8930
H 0.6023 3.6760 -2.1898
H 2.3331 3.5369 -1.9285
H 1.5931 6.9559 -1.8146
H 1.3417 8.3364 0.2053
H 0.9374 7.2929 2.4020
H 0.5516 5.3896 3.7432
H 1.6166 4.0471 3.2860
H -0.0891 3.9576 2.9105
S -6.4668 1.0637 1.3696
C -5.3663 0.1638 0.5256
S -5.1188 -1.4843 0.5665
C -2.3819 0.7995 0.3176
N -3.3899 0.8778 -0.7454
N -4.6256 0.8833 -0.5265
C -5.3728 1.4990 -1.5571
C -6.6648 1.0703 -1.8419
C -7.3658 1.6787 -2.8627
C -6.7857 2.6997 -3.6051
C -5.4878 3.1047 -3.3224
C -4.7768 2.5080 -2.2999
S -1.2558 2.1262 -0.4103
H -7.1097 0.2650 -1.2743
H -8.3702 1.3493 -3.0820
H -7.3425 3.1772 -4.3972
H -5.0273 3.8957 -3.8948
H -3.7677 2.8191 -2.0580
O 1.4256 -1.6715 0.2418
P 0.2198 -2.4428 0.6821
C -0.6422 -3.3764 -0.6791
C -0.6641 -2.6891 -2.0612
C 0.6670 -2.7811 -2.7947
C 1.0747 -4.2345 -2.9964
C 1.1473 -4.9225 -1.6385
C -0.1901 -4.8277 -0.9075
C 0.4893 -3.7754 1.9492
C 0.5219 -3.3934 3.4402
C 1.8483 -2.7804 3.8891
C 3.0253 -3.6848 3.5530
C 3.0201 -3.9992 2.0632
C 1.7070 -4.6725 1.6790
C -1.0900 -1.3350 1.3589
C -1.7300 -0.6053 0.1689
C -2.8106 1.3259 1.7072
C -2.9813 0.3064 2.8276
C -1.6411 -0.0349 3.4651
C -0.5663 -0.3578 2.4250
H -1.6747 -3.4071 -0.3033
H -0.9949 -1.6588 -2.0111
H -1.4235 -3.2174 -2.6520
H 1.4331 -2.2733 -2.2046
H 0.5884 -2.2630 -3.7543
H 2.0376 -4.2990 -3.5080
H 0.3369 -4.7401 -3.6290
H 1.9267 -4.4183 -1.0566
H 1.4405 -5.9707 -1.7389
H -0.1712 -5.4017 0.0186
H -0.9558 -5.2974 -1.5367
H -0.4255 -4.3675 1.8041
H 0.3746 -4.3268 3.9966
H -0.3152 -2.7545 3.7040
H 1.8082 -2.5814 4.9627
H 2.0133 -1.8216 3.3944
H 2.9491 -4.6198 4.1191
H 3.9615 -3.2057 3.8459
H 3.8580 -4.6499 1.8006
H 3.1234 -3.0722 1.4938
H 1.5850 -5.5669 2.3022
H 1.7461 -5.0188 0.6477
H -1.8309 -2.0092 1.8045
H -2.5182 -1.2414 -0.2355
H -0.9738 -0.4843 -0.6051
H -3.7315 1.8958 1.5762
H -2.0573 2.0499 2.0166
H -3.4592 -0.5994 2.4539
H -3.6637 0.7187 3.5736
H -1.7708 -0.8918 4.1342
H -1.2919 0.7964 4.0824
H 0.3137 -0.7282 2.9303
H -0.2316 0.5556 1.9211
```

---

(5)
Formula: C24H26AsBCoF4N3OS
Source: the Open Molecules 2025 dataset
Level of theory: ωB97M-V/def2-TZVPD

Results
Kohn-Sham gap (spin up / spin down)   0.258 / 0.296 Eh
Relative energy (zero: lowest compared OMol25 entry of this formula, charge and spin)   11.0 kcal/mol
Net charge   +1
2S+1   2
LUMO (spin up / spin down)   -4.4 / -3.4 eV
HOMO level (spin up / spin down)   -0.4200 / -0.4200 Eh

```
62
C24H26AsBCoF4N3OS | the Open Molecules 2025 dataset | ωB97M-V/def2-TZVPD
Co -0.3257 1.4120 0.1555
C 2.9740 5.4974 -0.9414
C 3.9496 4.3322 -0.8108
C 3.2798 3.0616 -0.4189
N 2.0338 2.8905 -0.2140
N 1.6819 1.6091 0.1358
C 2.7289 0.8014 0.2430
N 2.7051 -0.4710 0.6289
S 4.2161 1.5887 -0.1660
H 3.5106 6.3927 -1.2471
H 2.4814 5.6958 0.0100
H 2.2080 5.2773 -1.6837
H 4.7155 4.5579 -0.0643
H 4.4775 4.1724 -1.7544
H 1.8945 -0.8646 1.0821
H 3.5729 -0.9706 0.7144
F -3.7916 0.4429 -0.1340
B -3.0610 1.5752 -0.0165
F -2.0035 1.6015 -1.0664
F -2.1743 1.4628 1.1613
F -3.7638 2.7221 -0.0126
C -1.1068 5.8676 0.2987
C -1.5819 4.4337 0.3551
O -0.4640 3.5199 0.4541
H -1.9746 6.5175 0.1964
H -0.4544 6.0344 -0.5602
H -0.5801 6.1554 1.2113
H -2.1319 4.1830 -0.5477
H -2.2369 4.2722 1.2100
H 0.3345 4.0225 0.6429
C -4.7216 -3.5286 -0.5045
C -4.1092 -2.9026 -1.5818
C -2.9370 -2.1936 -1.3934
C -2.3759 -2.1192 -0.1241
C -2.9830 -2.7417 0.9563
C -4.1591 -3.4503 0.7597
As -0.7119 -1.1387 0.1023
C 0.3591 -2.1800 -1.1418
C 0.4022 -2.0371 -2.5180
C 1.1385 -2.9412 -3.2715
C 1.8302 -3.9681 -2.6437
C 1.7978 -4.1025 -1.2633
C 1.0581 -3.2086 -0.4978
C 0.9306 -3.2219 0.9705
C 1.5702 -4.0986 1.8391
C 1.3932 -3.9694 3.2095
C 0.5804 -2.9715 3.7304
C -0.0660 -2.0882 2.8760
C 0.1053 -2.2191 1.5051
H -5.6416 -4.0786 -0.6505
H -4.5558 -2.9559 -2.5654
H -2.4711 -1.6859 -2.2286
H -2.5461 -2.6840 1.9444
H -4.6390 -3.9388 1.5971
H -0.1330 -1.2266 -2.9982
H 1.1689 -2.8472 -4.3487
H 2.4000 -4.6711 -3.2363
H 2.3478 -4.9059 -0.7904
H 2.2131 -4.8793 1.4541
H 1.8963 -4.6533 3.8800
H 0.4525 -2.8767 4.8002
H -0.7075 -1.3093 3.2718
```

---

(6)
Formula: C36H45BaClIN9O5
Source: the Open Molecules 2025 dataset
Level of theory: ωB97M-V/def2-TZVPD

Results
Kohn-Sham gap   0.151 Eh
Relative energy (zero: lowest compared OMol25 entry of this formula, charge and spin)   137.3 kcal/mol
Net charge   0
2S+1   1
LUMO   -0.4 eV
HOMO level   -0.1665 Eh

```
98
C36H45BaClIN9O5 | the Open Molecules 2025 dataset | ωB97M-V/def2-TZVPD
Ba -0.3660 -0.6032 -0.0151
C -0.5003 -4.0574 2.6920
C -1.7803 -3.6298 1.9757
N -1.9245 -2.1858 1.8306
C -2.3400 -1.5016 3.0539
C -2.6952 -0.0496 2.7566
N -1.5547 0.7777 2.3726
C -0.9659 1.5678 3.4492
C 0.1789 0.8936 4.2044
C 1.4915 0.8263 3.4287
N 1.5937 -0.2848 2.4793
C 2.0514 -1.5252 3.0850
C 2.4559 -2.5309 2.0184
N 1.3417 -3.0614 1.2295
C 0.7208 -4.2638 1.8001
H -0.6874 -5.0218 3.1736
H -0.2745 -3.3601 3.5009
H -2.6426 -4.0512 2.5131
H -1.7887 -4.0668 0.9720
H -2.6314 -1.9849 1.1253
H -1.5365 -1.5497 3.7921
H -3.2190 -1.9908 3.5022
H -3.2031 0.3671 3.6371
H -3.4183 -0.0373 1.9356
H -1.8240 1.3910 1.6060
H -1.7402 1.8608 4.1730
H -0.5836 2.4918 3.0072
H -0.1108 -0.1057 4.5421
H 0.3603 1.4785 5.1111
H 2.3271 0.7855 4.1452
H 1.6038 1.7573 2.8638
H 2.2500 -0.0233 1.7531
H 1.2651 -1.9370 3.7224
H 2.9239 -1.3569 3.7377
H 3.0214 -3.3422 2.4985
H 3.1412 -2.0272 1.3295
H 1.6951 -3.3093 0.3153
H 1.4691 -4.8268 2.3768
H 0.4220 -4.9093 0.9683
C 0.4166 5.2686 -0.1044
C -0.8103 5.2231 -0.7715
C -1.4985 4.0428 -0.9757
C -0.9798 2.8012 -0.5139
C 0.2827 2.8686 0.1469
C 0.9461 4.0675 0.3521
N -1.5765 1.5985 -0.6599
N -2.8322 1.6505 -1.2832
C -3.4403 0.5071 -1.3691
C -4.7413 0.4786 -2.0272
C -5.3931 -0.6821 -2.2373
C -4.8199 -1.9177 -1.7763
C -3.6408 -1.8308 -1.0984
N -2.9203 -0.7048 -0.8758
H 0.9353 6.2050 0.0534
H -1.2478 6.1459 -1.1388
H -2.4511 4.0360 -1.4837
H 0.7541 1.9639 0.5272
H 1.8963 4.0624 0.8804
H -5.1387 1.4287 -2.3602
H -6.3514 -0.6814 -2.7450
H -5.3118 -2.8706 -1.9143
H -3.1832 -2.7544 -0.7321
O 1.6214 2.3587 -4.1926
C 1.0705 1.4773 -3.6201
O 1.5188 0.9360 -2.4211
C -0.1760 0.7800 -4.0559
C -0.7846 1.2395 -5.2090
C -1.9708 0.6380 -5.6011
C -2.4730 -0.3918 -4.8314
C -1.7728 -0.7898 -3.6977
N -0.6422 -0.2146 -3.3000
H -0.3398 2.0593 -5.7546
H -2.4946 0.9812 -6.4834
H -3.4056 -0.8826 -5.0740
H -2.1602 -1.5811 -3.0725
Cl 7.0033 5.0408 1.6430
C 5.8607 3.9628 0.9166
C 5.5652 2.7638 1.5480
C 4.6471 1.9096 0.9649
C 4.0347 2.2523 -0.2342
C 4.3377 3.4602 -0.8557
C 5.2563 4.3195 -0.2795
C 3.0137 1.3252 -0.7799
O 2.6087 1.7397 -1.9949
O 2.5967 0.3350 -0.2323
H 6.0464 2.5125 2.4826
H 4.4009 0.9693 1.4411
H 3.8377 3.7421 -1.7722
H 5.4953 5.2659 -0.7433
N -0.1831 -4.8558 -2.2685
C 0.1246 -3.5454 -2.2456
O -0.3959 -2.7667 -1.4576
C 1.1797 -3.0541 -3.2148
I 0.6099 -3.3549 -5.2384
H -0.9730 -5.1610 -1.7231
H 0.0998 -5.4240 -3.0494
H 2.1244 -3.5727 -3.0709
H 1.2982 -1.9845 -3.0784
```

---

(7)
Formula: C4H20N2O7
Source: the Open Molecules 2025 dataset
Level of theory: ωB97M-V/def2-TZVPD

Results
Kohn-Sham gap   0.358 Eh
Relative energy (zero: lowest compared OMol25 entry of this formula, charge and spin)   47.5 kcal/mol
Net charge   0
SMILES string   NC(=O)C[C@@H](N)CO.O.O.O.O.O
2S+1   1
LUMO   0.3 eV
HOMO level   -0.3482 Eh

```
33
C4H20N2O7 | the Open Molecules 2025 dataset | ωB97M-V/def2-TZVPD
C -0.9952 0.0043 2.4449
O -1.7099 -0.8008 3.3240
C -1.3908 -0.2314 0.9006
C -1.8014 1.0806 0.2159
C -2.0485 0.7865 -1.2786
N -3.3537 0.8852 -1.6937
O -1.1670 0.4413 -2.0735
N -0.0930 -0.7942 0.3764
H 0.0525 -0.2992 2.7443
H -1.2448 0.9943 2.8673
H -2.1600 -1.0805 0.9829
H -1.0264 1.8758 0.4930
H -2.8182 1.4239 0.5830
H -3.5267 0.6851 -2.6741
H -4.1630 1.1542 -1.2197
H -0.1964 -1.2723 -0.5045
H -1.6888 -1.7793 3.1791
H 0.5571 -0.0620 0.1717
H 3.7846 -1.6822 -2.0713
H 2.6967 -0.6140 -1.6804
O 3.1906 -1.3655 -1.3614
H 0.2462 1.9047 -1.5475
H 1.8249 2.2343 -1.2347
O 0.9468 1.9740 -0.8857
H 0.3074 -2.1168 1.8485
H 1.7910 -2.0672 1.9368
O 1.0443 -2.5935 2.2758
H 0.6518 -0.4188 -2.1986
H 0.7584 0.5092 -3.4405
O 1.2571 0.2113 -2.6830
H 3.9750 -0.2159 0.6697
H 2.9285 0.8511 0.4376
O 3.3711 0.3776 1.0961
```

---

(8)
Formula: C31H60AlClF5N3O3
Source: the Open Molecules 2025 dataset
Level of theory: ωB97M-V/def2-TZVPD

Results
Kohn-Sham gap (spin up / spin down)   0.272 / 0.269 Eh
Net charge   -1
2S+1   4
LUMO (spin up / spin down)   2.2 / 2.2 eV
HOMO level (spin up / spin down)   -0.1901 / -0.1901 Eh

```
104
C31H60AlClF5N3O3 | the Open Molecules 2025 dataset | ωB97M-V/def2-TZVPD
F -1.8238 1.1880 -0.7473
C -2.6185 1.8854 0.1696
C -3.6943 0.9499 0.6841
Al -3.0350 0.0603 2.3923
Cl -4.8342 -0.3443 3.6887
C -2.1744 -1.7266 1.7686
F -1.1091 -1.4130 0.9777
F -3.0848 -2.3919 1.0109
C -1.6761 -2.6601 2.8237
F -2.7202 -3.1854 3.4732
F -0.9063 -1.9931 3.6936
H -3.0382 2.7086 -0.3948
H -1.9809 2.2332 0.9708
H -3.9170 0.1794 -0.0385
H -4.5904 1.4966 0.9490
H -1.9703 0.9925 3.1502
H -1.0909 -3.4769 2.4054
C -0.2066 2.1825 -5.7830
C 1.2285 2.6453 -5.4356
C 2.2436 1.6068 -5.9175
C 2.2732 0.3394 -5.0632
C 2.4532 0.6850 -3.5857
C 1.4275 1.6960 -3.0744
N 1.3595 2.8893 -3.9710
O 2.3570 3.6683 -3.7489
C 0.0483 1.0240 -2.9435
C 1.7952 2.1167 -1.6552
C 1.4421 3.9430 -6.2080
H -0.4870 2.5134 -6.7835
H -0.3210 1.0999 -5.7788
H -0.9351 2.6064 -5.0926
H 3.2444 2.0514 -5.9158
H 2.0237 1.3480 -6.9565
H 1.3606 -0.2434 -5.2124
H 3.0993 -0.2959 -5.3916
H 2.3891 -0.2231 -2.9835
H 3.4637 1.0819 -3.4379
H -0.7161 1.7518 -2.6904
H 0.0650 0.2842 -2.1465
H -0.2672 0.4927 -3.8405
H 2.8103 2.5082 -1.5904
H 1.7336 1.2538 -0.9936
H 1.1082 2.8762 -1.2803
H 0.7496 4.7171 -5.8727
H 1.2675 3.7663 -7.2693
H 2.4572 4.3232 -6.1064
C 1.3125 6.7636 4.4801
C 0.1371 6.1526 3.6802
C -1.0198 5.8225 4.6275
C -0.7626 4.5946 5.5024
C -0.3566 3.3993 4.6430
C 0.8177 3.6957 3.7122
N 0.5873 4.9447 2.9287
O -0.2176 4.7110 1.9563
C 2.1190 3.8021 4.5321
C 1.0406 2.5030 2.7861
C -0.3103 7.2388 2.7078
H 1.1997 7.8444 4.5669
H 1.3810 6.3838 5.4986
H 2.2650 6.5837 3.9809
H -1.9279 5.6483 4.0422
H -1.2226 6.6917 5.2591
H 0.0042 4.8130 6.2526
H -1.6709 4.3499 6.0561
H -0.0999 2.5570 5.2878
H -1.2228 3.0763 4.0600
H 2.9499 4.1242 3.9017
H 2.3758 2.8268 4.9446
H 2.0515 4.4804 5.3803
H 0.1512 2.2340 2.2211
H 1.3155 1.6268 3.3715
H 1.8500 2.6999 2.0789
H 0.4841 7.4841 2.0002
H -0.5621 8.1418 3.2640
H -1.1949 6.9494 2.1437
C 1.7242 -7.1633 -1.1956
C 0.9023 -6.8266 0.0717
C 0.0660 -8.0383 0.4886
C -1.1370 -8.2920 -0.4200
C -1.9822 -7.0267 -0.5664
C -1.1735 -5.8088 -1.0105
N 0.0421 -5.6317 -0.1635
O -0.2807 -5.1058 0.9594
C -0.7843 -5.9533 -2.4951
C -2.0563 -4.5644 -0.9501
C 1.9266 -6.5311 1.1623
H 2.6811 -7.6107 -0.9272
H 1.2292 -7.8789 -1.8511
H 1.9454 -6.2649 -1.7718
H -0.2949 -7.8938 1.5118
H 0.7066 -8.9236 0.5106
H -0.8071 -8.6507 -1.3994
H -1.7486 -9.0897 0.0074
H -2.7885 -7.2018 -1.2816
H -2.4639 -6.8114 0.3923
H -0.1105 -5.1506 -2.7975
H -1.6756 -5.8886 -3.1188
H -0.3136 -6.9040 -2.7387
H -2.4960 -4.4083 0.0288
H -2.8790 -4.6678 -1.6579
H -1.4941 -3.6681 -1.2150
H 2.5265 -5.6550 0.9100
H 2.5970 -7.3837 1.2706
H 1.4617 -6.3604 2.1314
```

---

| no. | maximum force (eV/Å) |
| --- | --- |
| 1 | 1.6 |
| 2 | 2.7 |
| 3 | 5.9 |
| 4 | 2.0 |
| 5 | 1.1 |
| 6 | 0.8 |
| 7 | 3.1 |
| 8 | 2.8 |